This record from the Open Molecules 2025 dataset describes a single C19H21N3O3S2 molecule. The level of theory is the ωB97M-V functional and the def2-TZVPD basis.

Last column: Mulliken charge in e.
Element x y z (Å)
1 C -8.27 1.92 0.03  -1.389
2 C -6.84 1.47 0.00  0.871
3 C -6.32 0.84 -1.13  -0.683
4 C -5.00 0.44 -1.17  -0.492
5 C -4.16 0.64 -0.08  0.350
6 C -2.74 0.15 -0.11  -0.630
7 C -2.69 -1.34 0.28  -0.773
8 N -1.33 -1.82 0.33  -0.013
9 C -0.79 -2.53 -0.68  0.744
10 O -1.40 -2.98 -1.63  -0.667
11 C 0.73 -2.72 -0.53  -0.908
12 N 1.43 -1.50 -0.87  -0.192
13 S 1.56 -0.28 0.27  1.530
14 O 1.05 0.93 -0.30  -0.733
15 O 1.02 -0.74 1.52  -0.789
16 C 3.34 -0.16 0.41  0.102
17 C 3.99 -1.01 1.30  -0.425
18 C 5.36 -0.98 1.40  -0.780
19 C 6.08 -0.09 0.60  -0.251
20 N 7.43 0.05 0.59  -0.599
21 C 7.82 0.95 -0.24  0.704
22 C 9.23 1.32 -0.47  -1.084
23 S 6.53 1.76 -1.14  -0.247
24 C 5.39 0.77 -0.29  0.500
25 C 4.01 0.74 -0.39  -0.511
26 C -4.68 1.26 1.05  -0.470
27 C -6.00 1.67 1.09  -0.708
28 H -8.62 2.02 1.05  0.360
29 H -8.36 2.90 -0.45  0.272
30 H -8.91 1.23 -0.50  0.364
31 H -6.96 0.68 -1.98  0.365
32 H -4.61 -0.05 -2.05  0.401
33 H -2.12 0.72 0.59  0.380
34 H -2.32 0.26 -1.11  0.325
35 H -3.23 -1.94 -0.45  0.398
36 H -3.15 -1.47 1.27  0.241
37 H -0.72 -1.42 1.02  0.323
38 H 0.99 -2.96 0.50  0.379
39 H 1.06 -3.52 -1.20  0.364
40 H 1.16 -1.12 -1.77  0.311
41 H 3.39 -1.67 1.90  0.467
42 H 5.90 -1.63 2.08  0.460
43 H 9.38 2.38 -0.24  0.300
44 H 9.50 1.16 -1.51  0.301
45 H 9.88 0.72 0.17  0.320
46 H 3.46 1.39 -1.05  0.494
47 H -4.04 1.43 1.91  0.380
48 H -6.39 2.15 1.98  0.339

E_tot in eV: -52328.166
SMILES: Cc1ccc(CCNC(=O)CNS(=O)(=O)c2ccc3nc(C)sc3c2)cc1

This record from the Open Molecules 2025 dataset describes a single C3H7OPS2 molecule. The level of theory is the ωB97M-V functional and the def2-TZVPD basis.

Last column: Mulliken charge in e.
Element x y z (Å)
1 C 3.12 -0.18 0.86  -0.812
2 S 1.64 -0.46 -0.17  -0.148
3 P -0.02 0.19 1.35  0.177
4 O -0.94 -1.14 1.09  -0.235
5 C -2.12 -1.04 0.37  -0.458
6 C -1.95 -0.02 -0.80  -0.491
7 S -1.18 1.40 0.02  -0.182
8 H 2.84 -0.74 1.82  0.254
9 H 3.34 0.94 0.94  0.254
10 H 4.00 -0.55 0.42  0.335
11 H -2.84 -0.63 1.02  0.386
12 H -2.26 -2.05 -0.13  0.265
13 H -1.35 -0.43 -1.60  0.338
14 H -3.03 0.38 -1.11  0.318

E_tot in eV: -36231.258
SMILES: CSP1OCCS1

This record from the Open Molecules 2025 dataset describes a single C27H26N2O6 molecule. The level of theory is the ωB97M-V functional and the def2-TZVPD basis.

Last column: Mulliken charge in e.
Element x y z (Å)
1 C 7.66 1.21 1.29  -1.065
2 C 8.36 0.76 0.01  -0.332
3 C 7.44 0.75 -1.22  -0.549
4 O 6.49 -0.30 -1.18  -0.443
5 C 5.25 -0.13 -0.67  0.727
6 C 4.68 1.07 -0.24  -0.128
7 C 3.39 1.09 0.24  -0.668
8 C 2.64 -0.07 0.31  -0.079
9 N 1.31 -0.04 0.81  0.403
10 C 0.38 0.89 0.41  -0.425
11 O 0.57 1.78 -0.38  -0.620
12 C -0.94 0.57 1.09  0.485
13 C -0.64 -0.61 2.01  -0.210
14 O -1.50 -1.66 1.65  -0.315
15 N -1.78 -1.44 0.25  -0.061
16 C -2.65 -2.37 -0.30  0.558
17 C -3.36 -2.08 -1.46  -0.248
18 C -4.15 -3.05 -2.05  -0.768
19 C -4.25 -4.31 -1.49  -0.489
20 C -3.55 -4.60 -0.34  -0.592
21 C -2.75 -3.64 0.26  -0.429
22 C -1.95 -0.01 0.07  -0.181
23 C -3.35 0.52 0.32  -0.618
24 C -4.19 -0.07 1.25  -0.633
25 C -5.46 0.44 1.47  -1.178
26 C -5.89 1.55 0.77  0.494
27 O -7.13 2.05 0.98  -0.627
28 C -5.04 2.16 -0.17  1.142
29 O -5.57 3.26 -0.81  -0.518
30 C -4.78 3.91 -1.77  -0.865
31 C -3.78 1.63 -0.39  -0.175
32 C 0.84 -0.95 1.74  0.227
33 O 1.48 -1.82 2.25  -0.597
34 C 3.19 -1.28 -0.12  -0.320
35 C 4.48 -1.30 -0.59  -0.809
36 H 6.83 0.55 1.53  0.269
37 H 8.36 1.18 2.12  0.366
38 H 7.29 2.22 1.19  0.270
39 H 8.75 -0.25 0.14  0.273
40 H 9.19 1.42 -0.21  0.356
41 H 8.04 0.54 -2.11  0.296
42 H 6.96 1.72 -1.35  0.331
43 H 5.24 1.99 -0.28  0.234
44 H 2.96 2.03 0.57  0.417
45 H -1.34 1.45 1.59  0.667
46 H -0.79 -0.43 3.08  0.315
47 H -3.30 -1.10 -1.91  0.339
48 H -4.69 -2.81 -2.95  0.375
49 H -4.88 -5.06 -1.96  0.384
50 H -3.62 -5.58 0.11  0.387
51 H -2.21 -3.86 1.16  0.435
52 H -1.64 0.25 -0.95  0.637
53 H -3.87 -0.94 1.81  0.526
54 H -6.13 -0.01 2.18  0.416
55 H -7.25 2.82 0.40  0.346
56 H -4.53 3.25 -2.60  0.333
57 H -5.39 4.74 -2.13  0.246
58 H -3.86 4.31 -1.33  0.336
59 H -3.11 2.09 -1.10  0.498
60 H 2.61 -2.18 -0.06  0.416
61 H 4.93 -2.23 -0.93  0.435

E_tot in eV: -43685.104
SMILES: CCCOc1ccc(N2C(=O)[C@@H]3[C@@H](ON(c4ccccc4)[C@H]3c3ccc(O)c(OC)c3)C2=O)cc1

Values of relative energy (zero: lowest compared OMol25 entry of this formula, charge and spin), in order: 175.9 116.3 95.1, all in kJ/mol.
Values of LUMO energy, in order: 0.13 0.58 0.62, all in eV.
Values of HOMO-LUMO gap, in order: 0.322 0.331 0.316, all in Ha.